Record 1
Density functional theory data (the ωB97M-V functional and the def2-TZVPD basis) for C4H9NO in the gas phase.

```
15
Properties=species:S:1:pos:R:3:mulliken_charge:R:1
C 1.4968 0.0980 1.9337 -1.102
C 0.8283 0.1554 0.5995 -0.162
C -0.8549 -0.9452 -1.9729 -0.664
N -0.3782 0.7142 0.4697 -0.080
C -1.1530 0.9053 -0.5914 -0.257
O -0.7320 0.4660 -1.8094 -0.392
H 1.9831 -0.8723 2.0940 0.272
H 0.7693 0.2168 2.7486 0.287
H 2.2706 0.8679 2.0796 0.231
H 1.3406 -0.0988 -0.3183 0.405
H -0.6503 -1.1622 -3.0229 0.230
H -1.8675 -1.2794 -1.7200 0.301
H -0.1368 -1.4852 -1.3438 0.286
H -0.7954 1.0445 1.3354 0.226
H -2.1206 1.3748 -0.4818 0.420
```

For the relative energy (zero: lowest compared OMol25 entry of this formula, charge and spin), the calculation gives 85.0 kcal per mole. As for the HOMO-LUMO gap: 7.2 eV. As for the HOMO energy: -6.20 eV. Its multiplicity is 1. The total energy comes out at -7828.6354 eV. For the LUMO energy, the calculation gives 1.00 eV.

Record 2
Density functional theory data (the ωB97M-V functional and the def2-TZVPD basis) for a 2-piece molecular cluster, C12H10N2 overall in a non-equilibrium geometry.

```
24
Properties=species:S:1:pos:R:3:mulliken_charge:R:1
C -1.8288 -1.6430 -0.2037 0.266
C -1.1985 2.0185 0.2258 -0.085
C 0.4914 -0.4701 2.3256 -0.872
C 1.5588 -0.0263 1.5252 -0.491
C -0.5860 -1.0415 1.7304 -0.842
C -0.6360 -1.1112 0.3028 0.123
C -3.5573 1.0076 -0.0581 0.284
C -2.4494 1.4444 0.0994 -0.229
C 1.5595 0.0042 0.1555 1.020
C 0.3601 -0.5601 -0.4981 1.401
C 2.6872 0.5983 -0.6815 -1.643
C 0.2423 -0.5796 -2.0399 -1.963
N -2.8350 -1.8150 -0.6490 -0.590
N -0.1279 2.3431 0.5051 -0.461
H 0.5325 -0.3949 3.3926 0.449
H 2.3084 0.4693 2.0586 0.429
H -1.3104 -1.4862 2.3548 0.482
H -4.2706 0.4022 -0.4416 0.507
H 2.6472 0.0788 -1.6504 0.328
H 3.5678 0.7232 -0.1587 0.476
H 2.3664 1.6627 -1.0298 0.309
H 0.5699 0.3836 -2.3098 0.455
H -0.8801 -0.6756 -2.3085 0.355
H 0.7886 -1.3324 -2.6467 0.291
```

For the relative energy (zero: lowest compared OMol25 entry of this formula, charge and spin), the calculation gives 71.8 kcal per mole. As for the HOMO-LUMO gap: 9.5 eV. As for the HOMO energy: -9.24 eV. Its multiplicity is 1. The total energy comes out at -15582.6257 eV. For the LUMO energy, the calculation gives 0.29 eV. As for the structure (SMILES): Cc1cccc(C#N)c1C.C#CC#N.

Record 3
Density functional theory data (the ωB97M-V functional and the def2-TZVPD basis) for a 2-piece molecular cluster, C9H14BCl2F3N3O7P2S overall in a non-equilibrium geometry.

```
42
Properties=species:S:1:pos:R:3:mulliken_charge:R:1
C -1.9390 -2.2032 -0.8091 -1.454
C -1.9515 -1.1397 0.2562 0.514
Cl -3.7014 -0.8940 0.7425 -0.212
C -1.4238 0.2175 -0.2214 -0.831
C 0.0675 0.4350 0.0861 -0.023
O 0.4669 1.5120 -0.8366 -0.254
C 1.0200 1.0909 -1.9166 0.695
N 1.2466 0.7488 -2.9967 -0.681
O 0.6735 -0.7315 -0.2439 -0.601
B 1.4170 -1.3225 0.8816 0.474
Cl 3.2718 -1.2600 0.3866 -0.358
P 1.0277 -3.2317 1.1980 -0.025
O 2.2131 -3.6267 2.2789 -0.485
O 1.6004 -3.8987 -0.2042 -0.468
O 1.0202 -0.4738 2.0052 -0.446
C 0.4925 0.7195 1.6007 0.772
P -1.0001 1.2480 2.5755 0.220
N -1.6570 2.5718 2.0244 -0.857
S 1.9142 1.9517 1.8727 1.483
O 2.0147 2.9243 0.8269 -0.641
O 3.1014 1.2300 2.1806 -0.669
C 1.6421 2.9636 3.4346 0.520
F 2.7598 3.6835 3.5415 -0.222
F 1.5433 2.1953 4.5174 -0.221
F 0.6225 3.7977 3.3619 -0.179
H -2.6010 -3.0138 -0.5234 0.427
H -2.3122 -1.8063 -1.7466 0.356
H -0.9508 -2.6232 -0.9510 0.259
H -1.4662 -1.4716 1.1652 0.180
H -1.4615 0.2456 -1.3094 -0.097
H -2.0669 1.0172 0.1252 0.694
H 2.8385 -2.8983 2.3864 0.339
H 2.5645 -3.9061 -0.1584 0.345
H -0.6026 1.3977 3.9164 0.092
H -1.9196 0.1854 2.5657 0.082
H -1.1312 2.9160 1.2277 0.399
C -1.1208 0.1735 -6.0077 -0.935
C -1.4614 0.3715 -4.6113 0.386
N -1.6688 0.5423 -3.4984 -0.412
H -1.9208 0.5257 -6.6569 0.312
H -0.2107 0.7183 -6.2524 0.263
H -0.9508 -0.8816 -6.2140 0.259
```

As for the total charge: -1. As for the HOMO-LUMO gap: 7.6 eV. As for the HOMO energy: -4.96 eV. Its multiplicity is 1. The total energy comes out at -91652.3940 eV. For the LUMO energy, the calculation gives 2.64 eV.

Record 4
Density functional theory data (the ωB97M-V functional and the def2-TZVPD basis) for a 12-piece molecular cluster, C36H67Cl22NO5 overall in a non-equilibrium geometry.

```
131
Properties=species:S:1:pos:R:3:mulliken_charge:R:1
C -7.0177 0.5760 3.3311 -0.950
C -6.6874 0.0708 1.8692 -0.229
O -5.7296 -0.9732 2.0143 -0.339
C -5.1535 -1.3257 0.7379 -0.111
C -3.6684 -1.7071 1.0329 -0.315
O -2.9126 -1.9756 -0.1553 -0.398
C -1.5524 -2.1825 0.2178 -0.100
O -0.9348 -3.0011 -0.7765 -0.361
C 0.4570 -2.9161 -0.7082 0.601
O 0.9713 -2.0414 -1.3401 -0.349
O 1.2099 -3.8261 -0.0047 -0.359
C 1.6669 -3.3189 1.2676 -0.499
C 2.8975 -2.3358 1.1387 0.365
C 3.5356 -1.9750 2.5269 -0.532
C 2.5825 -1.1301 3.4934 -1.023
N 2.0018 -0.0208 2.7160 0.247
C 2.8188 1.0749 2.5151 -0.279
C 1.9795 1.9449 1.7038 -0.411
C 0.6832 1.2817 1.4748 -0.539
C 0.7446 0.0016 2.1665 -0.289
H -7.7614 1.4121 3.3306 0.316
H -6.0603 0.8787 3.8200 0.208
H -7.4016 -0.3056 3.9117 0.292
H -7.6668 -0.2693 1.4337 0.216
H -6.3175 0.9523 1.2861 0.331
H -5.6998 -2.2326 0.3790 -0.158
H -5.2872 -0.5259 -0.0289 0.433
H -3.1784 -0.8545 1.5725 0.231
H -3.6980 -2.6240 1.6906 0.225
H -1.5451 -2.7523 1.1853 0.252
H -1.0839 -1.1678 0.2751 0.284
H 2.0651 -4.2110 1.8263 0.321
H 0.8589 -2.8965 1.9171 0.116
H 3.6928 -2.8711 0.5484 0.509
H 2.6021 -1.4336 0.5521 -0.399
H 4.4023 -1.2938 2.3137 0.115
H 3.8339 -2.9094 3.0619 0.416
H 3.2567 -0.7078 4.2869 0.354
H 1.8270 -1.7591 4.0194 0.357
H 3.8487 1.2512 2.8680 0.409
H 2.2733 2.9350 1.2941 0.073
H -0.1959 1.6119 0.8899 0.356
H 0.0151 -0.8183 2.2652 0.606
Cl 5.7503 -0.8155 -0.3955 -0.230
C 4.7095 -1.1073 -1.8154 -0.200
C 4.1625 0.1758 -2.3937 -0.659
Cl 2.9812 0.9470 -1.3088 -0.041
H 3.9084 -1.7818 -1.5143 0.031
H 5.3239 -1.6164 -2.5590 0.430
H 3.6449 -0.0335 -3.3306 0.357
H 4.9564 0.8952 -2.5969 0.362
Cl -4.7228 2.0679 6.3143 -0.156
C -5.7055 3.5104 6.6658 -0.452
C -6.9065 3.6186 5.7535 -0.564
Cl -6.4443 3.9774 4.0709 -0.192
H -5.0631 4.3844 6.5836 0.313
H -6.0345 3.4243 7.6997 0.350
H -7.5496 4.4344 6.0854 0.374
H -7.4937 2.7004 5.7538 0.335
Cl -9.1318 -4.5172 0.0213 -0.191
C -8.4626 -4.8013 -1.6051 -0.045
C -7.1615 -4.0651 -1.8231 -0.501
Cl -7.3929 -2.3008 -1.9016 -0.196
H -9.2159 -4.5084 -2.3356 -0.120
H -8.2998 -5.8758 -1.6963 0.356
H -6.7195 -4.3687 -2.7726 0.363
H -6.4437 -4.2769 -1.0307 0.350
Cl 3.3338 4.5196 -0.4525 -0.188
C 3.7196 4.5569 -2.1904 -0.332
C 4.7667 5.5979 -2.5228 0.692
Cl 4.1531 7.2592 -2.3218 -0.234
H 2.7938 4.7321 -2.7372 0.488
H 4.0871 3.5638 -2.4530 -0.088
H 5.0692 5.4983 -3.5653 -0.166
H 5.6536 5.4881 -1.9004 -0.260
Cl 6.7703 3.5607 -0.9796 -0.027
C 7.8786 4.4917 0.0573 -0.661
C 7.7862 4.0743 1.5066 -0.405
Cl 6.2311 4.5360 2.2422 -0.180
H 7.6522 5.5502 -0.0712 0.409
H 8.8874 4.3121 -0.3163 0.312
H 8.5687 4.5687 2.0833 0.364
H 7.9074 2.9976 1.6198 0.245
Cl 9.4952 1.2003 -1.2466 -0.187
C 9.3924 -0.5788 -1.2826 -0.187
C 10.1535 -1.1710 -2.4459 -0.315
Cl 9.3861 -0.7978 -4.0121 -0.211
H 8.3392 -0.8545 -1.3101 0.025
H 9.8140 -0.9390 -0.3436 0.335
H 10.1779 -2.2573 -2.3572 0.341
H 11.1803 -0.8100 -2.4794 0.175
Cl 13.2036 -2.1327 -2.2849 -0.174
C 14.1019 -2.9770 -3.5723 -0.455
C 13.2637 -4.0356 -4.2513 -0.445
Cl 12.9195 -5.4129 -3.1755 -0.182
H 15.0036 -3.4007 -3.1320 0.362
H 14.4009 -2.2201 -4.2978 0.275
H 13.7995 -4.4332 -5.1136 0.326
H 12.3129 -3.6314 -4.5975 0.300
Cl -12.1693 -4.6098 -2.3468 -0.087
C -13.2159 -4.3999 -0.9217 -0.525
C -13.7360 -2.9861 -0.7999 -0.433
Cl -12.4452 -1.8278 -0.3948 -0.165
H -12.6480 -4.6949 -0.0398 0.304
H -14.0504 -5.0924 -1.0371 0.304
H -14.4733 -2.9320 0.0018 0.295
H -14.2107 -2.6541 -1.7225 0.310
Cl -4.0066 4.5998 8.8865 -0.165
C -3.1878 4.0629 10.3766 -0.474
C -2.1819 2.9665 10.1126 -0.446
Cl -2.9631 1.4387 9.6376 -0.168
H -3.9514 3.7431 11.0843 0.318
H -2.6830 4.9359 10.7914 0.305
H -1.6127 2.7625 11.0201 0.313
H -1.4816 3.2470 9.3267 0.314
Cl -9.6360 -5.2415 -4.7290 -0.139
C -10.5419 -5.6591 -6.2061 -0.549
C -11.0877 -4.4359 -6.9065 -0.416
Cl -12.3859 -3.6510 -5.9747 -0.164
H -11.3368 -6.3506 -5.9293 0.310
H -9.8484 -6.1834 -6.8642 0.337
H -11.5160 -4.7221 -7.8676 0.305
H -10.3075 -3.6975 -7.0872 0.311
Cl 5.8386 8.2410 -5.2552 -0.143
C 6.7375 7.4068 -6.5485 -0.517
C 5.9042 6.3514 -7.2402 -0.445
Cl 5.5602 4.9595 -6.1823 -0.180
H 7.6396 6.9809 -6.1109 0.307
H 7.0352 8.1701 -7.2682 0.347
H 6.4437 5.9638 -8.1049 0.309
H 4.9534 6.7558 -7.5849 0.312
```

As for the HOMO-LUMO gap: 8.3 eV. As for the HOMO energy: -7.79 eV. Its multiplicity is 1. The total energy comes out at -325639.0572 eV. For the LUMO energy, the calculation gives 0.50 eV. As for the structure (SMILES): CCOCCOCOC(=O)OCCCCn1cccc1.ClCCCl.ClCCCl.ClCCCl.ClCCCl.ClCCCl.ClCCCl.ClCCCl.ClCCCl.ClCCCl.ClCCCl.ClCCCl.